Below is a molecular structure, C18H33Cl9O13, with properties calculated with ωB97M-V/def2-TZVPD.

The geometry in ORCA input format:
```
! RIJCOSX wB97M-V def2-TZVPD def2/J DEFGRID3
* xyz 0 1
Cl 0.80781 3.54676 0.89206
Cl 2.90660 0.56222 -0.54888
Cl 4.61557 1.55080 -2.67346
Cl 2.56888 3.22905 -1.39397
Cl -2.84225 4.05718 0.09885
Cl 3.32612 5.15499 0.75454
Cl -3.51351 1.45629 -1.08750
Cl 5.22170 -1.02665 -1.42709
Cl -4.75805 2.31998 1.27778
O -4.38931 -3.72180 1.71090
O 1.43679 1.10761 -3.46844
O -0.17406 2.64186 -3.07701
O 2.27578 0.46681 2.96086
O 1.65543 -2.44851 -0.11322
O -2.16018 -3.88181 1.53690
O 0.55949 -1.85375 -1.97158
O -0.49262 -3.03275 -0.60337
O -3.27815 -1.96792 0.86496
O -0.53505 0.43429 -2.92377
O -0.97371 2.26340 -0.26897
O 0.10594 -0.10216 3.33692
O 1.64795 0.12608 5.05983
C 1.22444 0.11014 3.72562
C 0.71878 -0.06836 6.10246
C 0.67414 -2.43573 -0.84093
C -0.64636 -3.52321 0.71957
C -2.11728 -1.45413 0.14693
C 1.70138 -1.38241 -2.66727
C 0.22596 1.50826 -3.11255
C 2.45687 1.99861 -3.83439
C -1.92960 0.60313 -2.66646
C 2.15243 0.49359 1.56716
C -0.35199 1.20703 -0.45052
C 4.58768 0.61748 -1.17666
C 1.13434 1.21056 -0.60525
C -3.20209 -3.24226 1.39518
C -3.25019 2.37095 0.40887
C -5.57658 -3.06304 1.59847
C -0.98714 -0.10220 -0.24787
C 2.52418 3.61787 0.31489
H 3.04614 1.52408 -4.61905
H 3.07766 2.78133 0.74147
H -2.46871 1.79189 0.90088
H 1.65806 1.42930 0.32534
H 2.33223 -0.84810 -1.95689
H -1.78530 -0.01637 0.48947
H 1.48704 2.05587 -1.19613
H -5.69682 -2.61436 0.61240
H 1.42031 -0.74824 -3.50807
H 3.14287 0.48010 1.11225
H 1.17243 0.00717 7.09069
H -1.31470 -1.21904 0.84600
H -2.33247 -0.52949 -0.38863
H 0.24024 -1.04164 5.99372
H -6.31920 -3.82600 1.83196
H 2.10729 2.89040 -4.35458
H -1.62266 -4.00344 0.65376
H -0.07714 0.67636 6.09780
H -2.46645 1.17967 -3.41977
H -2.13239 1.08178 -1.70841
H -1.44890 -0.50646 -1.14867
H 3.04062 2.25513 -2.95035
H 0.16615 -4.19766 0.98983
H -0.56397 -2.67816 1.40309
H 1.64011 1.38726 1.21083
H -0.24206 -0.81218 0.11115
H -2.42554 -0.36573 -2.72532
H -1.80478 -2.20309 -0.58075
H 1.48983 -0.30925 1.24387
H -5.55533 -2.22707 2.29761
H 5.20864 1.17941 -0.47897
H 1.46890 0.26136 -1.02380
H 2.20776 -2.18308 -3.20634
*
```

Output
- total energy (eV) = -158483.650
- gap between HOMO and LUMO (eV) = 7.123
- E_HOMO (eV) = -7.0
- molar mass (g mol⁻¹) = 776.526
- strongest force on any atom (eV Å⁻¹) = 19.3

Atomic partial charges in e from the Löwdin method, atoms 1 to 6: number 1, Cl, carries 0.78; number 2, Cl, carries 0.82; number 3, Cl, carries 0.70; number 4, Cl, carries 0.79; number 5, Cl, carries 0.62; number 6, Cl, carries 0.58

=====

Below is 10 unconnected molecules or ions with the total composition C18H33F4N3O18, with properties calculated with ωB97M-V/def2-TZVPD.

The geometry in ORCA input format:
```
! RIJCOSX wB97M-V def2-TZVPD def2/J DEFGRID3
* xyz 0 1
F -1.74142 0.18757 -5.79612
F 3.42425 1.15127 -2.54919
F -1.27210 -1.16212 -0.71700
F 0.52293 -2.41955 -2.27580
O -2.31286 0.31077 2.38120
O 2.13135 -5.67849 -2.89154
O -4.07971 -2.35625 -2.05239
O -3.35456 -0.50078 -1.15305
O -0.51633 -0.15933 -3.89139
O 1.97496 4.06706 -2.14250
O 0.20156 -1.87222 2.44673
O -5.01184 -0.38287 -2.67166
O -2.07442 2.46570 2.14751
O 0.43079 -3.04873 4.30382
O 2.65427 2.84459 -3.82298
O 2.77865 -3.52771 -3.32202
O 2.13168 1.71143 3.29212
O -1.44650 1.37386 -2.65772
O 0.56143 0.57695 -1.99135
O 2.88216 1.21989 1.25522
O 1.16563 4.54401 -4.13675
O 1.84380 -4.03513 -1.37183
N -1.26630 -1.31597 4.23585
N -0.16286 2.86924 4.14660
N 0.04842 0.52959 1.02105
C -2.81997 1.46715 2.14848
C 3.47635 2.47252 -2.75741
C 0.34547 -4.26043 2.26985
C -1.78307 0.22911 -4.45216
C 2.91076 3.15817 -1.53877
C 3.02540 1.71225 2.38694
C 1.83861 3.81067 -3.44809
C 4.32598 2.33107 2.84117
C 0.35902 -2.95368 3.05713
C -2.89678 -2.69877 -1.38487
C -1.99651 1.61715 -3.93100
C -4.24441 -1.03049 -2.00768
C -4.31056 1.53776 1.85285
C -0.37246 0.65208 -2.77559
C 1.62968 -2.65945 -1.58599
C 2.29620 -4.54809 -2.55979
C -2.57000 -1.47616 -0.51124
C 2.77553 -2.35518 -2.53007
H -0.83631 2.66960 3.38921
H 0.83148 2.79364 3.88422
H 1.63999 -2.12240 -0.63716
H 0.15217 -5.07441 2.96547
H -0.37229 3.71084 4.67455
H 3.40941 3.73106 -0.75673
H -0.34639 -4.27319 1.42874
H -2.07767 -2.84354 -2.09071
H -2.86350 -1.53355 0.53592
H 2.48082 -1.49730 -3.13288
H -4.74713 0.58973 2.15910
H 4.64216 3.07011 2.09878
H 0.02159 0.24183 0.04791
H -0.25796 2.13394 4.84350
H -0.84640 0.93313 1.24772
H 4.47910 2.75883 -3.08350
H 2.29122 2.54362 -0.88018
H -2.17739 -0.87285 4.34218
H -1.55626 2.38097 -4.57249
H -4.57454 2.16902 2.70934
H -3.08026 -3.59926 -0.80097
H -3.07550 1.76022 -3.89209
H 0.90833 1.05821 1.21501
H -1.12660 -2.32568 4.32133
H -2.59146 -0.43406 -4.13427
H -4.58605 1.96631 0.89584
H 1.36736 -4.38193 1.90370
H 5.25232 1.75975 2.92500
H -1.08345 -1.24643 3.22367
H 4.16231 2.76921 3.82341
H 0.03088 -0.31050 1.60673
H 3.69866 -2.10907 -2.00454
H -0.67089 -0.81430 4.88361
*
```

Output
- total energy (eV) = -71397.277
- gap between HOMO and LUMO (eV) = 8.703
- energy relative to the best compared isomer or geometry (same formula, charge and spin) (kJ/mol) = 83.4
- E_HOMO (eV) = -9.2
- molar mass (g mol⁻¹) = 655.457
- strongest force on any atom (eV Å⁻¹) = 3.5

Atomic partial charges in e from the Löwdin method, atoms 1 to 6: number 1, F, carries 0.09; number 2, F, carries 0.09; number 3, F, carries 0.06; number 4, F, carries 0.09; number 5, O, carries -0.12; number 6, O, carries 0.18

=====

Below is 2 unconnected molecules or ions with the total composition C18H33FIN2O4, with properties calculated with ωB97M-V/def2-TZVPD.

The geometry in ORCA input format:
```
! RIJCOSX wB97M-V def2-TZVPD def2/J DEFGRID3
* xyz -1 1
I 1.15817 -3.42633 -2.02110
F -3.20691 0.56252 4.51732
O 1.87388 -1.50973 2.57543
O 3.71278 1.53545 0.11917
O 2.17271 -2.32613 4.63203
O 3.88637 -1.61008 3.51322
N -2.40941 1.36122 0.52321
N -1.88588 -1.39299 -3.25435
C -1.72123 2.58540 -1.65127
C 3.26114 0.20606 0.40031
C -1.09053 -0.42685 -2.47462
C -1.77758 -0.01123 -1.18514
C 4.37814 -0.73658 0.65342
C 0.77474 2.36264 -1.99542
C 2.62889 -1.81899 3.54604
C -1.37963 -0.70380 0.13846
C 0.19097 -4.07062 -0.22823
C -3.31643 0.84756 3.18000
C 1.77990 2.46475 -0.80814
C -0.37437 3.32862 -1.71898
C -1.53340 -2.22751 0.26368
C -1.61493 1.42427 -0.68871
C -2.25277 0.12404 1.05947
C -2.85790 -0.31465 2.32659
C -0.24170 -2.94067 0.68313
C 3.21799 2.06644 -1.09715
H 3.28133 1.36570 -1.92915
H -2.85242 -0.18108 -1.25520
H 4.98242 -0.40401 1.48053
H -2.44850 3.30174 -1.27115
H 3.83780 2.92787 -1.32894
H 1.26171 2.47333 -2.95647
H 0.58131 -2.24681 0.80645
H 5.02363 -0.82192 -0.21914
H -0.40155 4.09496 -2.48330
H -0.39657 -3.40963 1.65570
H -0.64765 -4.71752 -0.44050
H 2.70011 -0.15612 -0.46238
H -4.33852 1.11712 2.92943
H 1.43722 1.76820 -0.05483
H -0.36532 -0.41415 0.43057
H 2.60265 0.19526 1.25957
H -0.08516 -0.78473 -2.32272
H 3.94506 -1.68908 0.91842
H 0.90984 -4.66073 0.31316
H -2.64225 -0.89839 -3.70999
H -1.03600 0.45627 -3.09908
H -2.96018 2.11812 0.88266
H -2.07821 2.28724 -2.62888
H -0.60134 1.48791 -0.29315
H -1.94848 -2.66601 -0.63533
H -2.71384 1.72563 2.98478
H 0.41398 1.35127 -1.95654
H -0.23064 3.83356 -0.77463
H -3.67245 -1.02215 2.16715
H -2.07820 -0.82026 2.89116
H -2.24726 -2.41024 1.05695
H 1.75235 3.45147 -0.36318
H -2.35786 -2.00567 -2.60034
*
```

Output
- total energy (eV) = -41185.170
- gap between HOMO and LUMO (eV) = 2.377
- E_HOMO (eV) = -1.3
- molar mass (g mol⁻¹) = 487.374
- strongest force on any atom (eV Å⁻¹) = 2.3

Atomic partial charges in e from the Löwdin method, atoms 1 to 6: number 1, I, carries 0.80; number 2, F, carries -0.02; number 3, O, carries -0.11; number 4, O, carries -0.15; number 5, O, carries -0.12; number 6, O, carries -0.09